A molecular structure, C34H29BeN7P2SSe2, computed with wB97M-V/def2-TZVPD.

The geometry in XYZ format:
```
76
Properties=species:S:1:pos:R:3:forces:R:3
C -1.87983 -3.28618 -0.92896 -0.04 -0.03 0.03
H 2.32794 -4.24508 -0.13672 0.03 -0.01 -0.01
C 1.50970 -0.43053 -3.11912 0.02 0.05 -0.05
H -2.13726 -3.35899 -1.97882 0.00 -0.01 0.00
C 3.16306 0.04899 2.71131 0.03 0.14 -0.05
N -3.33107 3.34728 -0.52964 0.02 0.02 0.09
H 4.18648 1.80615 5.41314 0.00 0.00 0.00
C -1.19458 -2.16638 -0.45897 0.07 0.05 0.09
C 4.65437 -1.18005 -0.43953 -0.02 -0.03 -0.09
C 4.00618 2.59726 3.43047 -0.02 0.00 -0.09
C -2.36454 4.44530 -2.18605 -0.17 0.01 0.31
C 3.24849 1.05812 1.75154 -0.09 -0.11 0.08
H 2.01244 -4.17700 -3.92560 0.00 0.01 0.00
H -2.80189 -5.15033 -0.42434 0.00 0.00 0.00
C 2.60572 -0.84220 -3.86485 -0.02 0.05 0.05
C 5.17224 -2.45556 -0.58172 -0.02 -0.01 0.01
H 3.43857 -0.46030 4.77376 0.00 0.00 -0.01
C 4.33990 -3.56550 -0.48041 0.02 0.01 0.00
C 0.94942 0.91876 0.10364 -0.17 -0.24 -0.12
C 3.29270 -1.00093 -0.18805 0.04 0.02 -0.10
H 5.29728 -0.31431 -0.54140 -0.02 0.01 -0.01
H -5.24641 2.36717 2.86453 0.01 0.00 -0.02
C -1.37323 -3.02265 1.78791 0.00 -0.03 0.00
C -0.18883 0.52451 -0.61198 0.18 0.14 -0.05
C 1.86978 -3.12764 -3.70179 0.04 0.04 -0.05
C 0.78217 -2.72595 -2.94934 0.02 0.04 0.07
C 2.99055 -3.39263 -0.22371 -0.01 0.05 0.02
C -4.90276 1.58941 2.19796 -0.02 0.00 0.02
H -5.51671 4.24843 1.77877 0.02 0.01 0.00
N -3.07597 4.56004 -1.06996 0.20 0.00 -0.19
Se 3.57867 2.04358 -1.37038 0.09 -0.02 -0.01
C -2.02115 -4.15179 1.30967 0.00 0.03 0.03
H 1.38341 0.62200 -2.89924 -0.01 0.02 0.04
H 3.64971 -2.50163 -4.72495 0.00 0.00 0.01
C 3.49906 0.32094 4.02688 0.01 0.03 0.03
N -2.07010 5.59993 -2.81663 0.01 -0.08 0.02
P -0.77338 -0.83237 -1.62822 0.12 0.03 0.25
C 0.61251 -1.37548 -2.64025 -0.20 -0.20 -0.04
C 3.66752 2.33049 2.11022 0.04 0.02 0.05
C -4.63179 4.49143 1.19317 -0.02 -0.01 0.03
H -1.19070 -2.90697 2.84857 0.00 0.00 -0.01
C -2.27686 -4.28131 -0.04975 -0.01 0.03 -0.04
H -2.25421 6.46331 -2.33521 0.00 0.00 0.01
C 2.47329 -2.11132 -0.07348 -0.10 -0.06 0.14
H -3.88372 4.94137 1.85098 0.00 -0.02 0.01
H 1.42444 -1.99746 0.15997 -0.02 0.04 -0.04
H -1.41297 5.58512 -3.57374 0.01 0.01 -0.01
C -4.29751 1.91117 0.99182 0.10 0.02 -0.03
C -4.57065 -0.71914 1.67151 -0.03 0.06 0.03
C -4.06761 3.28862 0.52211 0.02 -0.06 -0.12
H -2.34075 -4.92522 1.99633 0.00 0.00 0.00
C 2.78770 -2.18445 -4.15182 0.00 -0.05 0.00
Se -2.55319 -0.27387 -2.64850 0.13 -0.14 -0.31
H 3.72549 3.09933 1.34994 0.00 0.00 0.02
C 3.92084 1.59603 4.38470 -0.01 -0.05 0.04
H 4.74882 -4.56080 -0.60016 -0.01 0.00 0.00
H -4.87994 5.23767 0.44176 -0.01 0.00 -0.01
C -0.96026 -2.03099 0.90807 0.05 -0.02 -0.08
H 3.32523 -0.10417 -4.19132 0.01 0.01 -0.02
Be -2.56583 1.85159 -1.16704 -0.18 0.01 0.31
H -3.60035 -1.02798 -0.23121 -0.01 0.00 -0.01
N -1.13569 1.43682 -0.30129 -0.07 0.13 0.06
H -4.65994 -1.77277 1.89620 0.01 0.01 -0.01
H -5.50349 -0.02349 3.47709 0.00 0.00 0.00
H 6.22848 -2.58583 -0.77857 0.00 0.00 0.00
H 2.84543 -0.94675 2.42789 0.00 -0.02 0.02
N 0.60191 2.02292 0.81208 0.04 -0.11 -0.05
H 4.33386 3.58924 3.71260 0.00 0.00 -0.01
C -3.97467 -0.31128 0.48742 -0.09 -0.01 0.01
H 0.08865 -3.46819 -2.57731 0.02 0.01 0.00
N -0.64038 2.31663 0.55226 -0.01 -0.03 0.07
H -0.46373 -1.14487 1.28595 -0.02 -0.01 0.02
P 2.74997 0.71578 0.04066 0.08 0.14 0.01
C -5.03862 0.25290 2.53949 0.02 -0.03 -0.02
N -3.84258 0.96565 0.15412 0.04 0.07 -0.09
S -1.86887 2.94638 -2.86444 -0.12 0.07 -0.23
```
Forces are in eV/Å.

Results
Electronic energy   -7595.0165 hartree
HOMO-LUMO gap   7.4376 eV
E_HOMO   -7.659 eV